(1)
The following is a quantum chemistry calculation of C16H20BeF12N3O17 as an isolated structure at a distorted geometry, from OMol25.

## Properties
HOMO level = -5.72 eV
DFT total energy = -3277.9741 a.u.
charge = -1

Last column: Löwdin charge in e.
Atoms and positions in Å:
Be (-0.3311, -0.5140, 0.2326)  0.871
N (0.5412, -3.0337, 0.4019)  -0.544
O (0.3209, -2.5790, -0.7584)  -0.037
O (0.3572, -4.2020, 0.6780)  0.061
O (0.7251, -2.1644, 1.3038)  -0.069
N (-0.6654, 2.2333, 0.6058)  -0.552
O (-0.7901, 3.4300, 0.7940)  0.040
O (-1.6280, 1.4252, 0.6307)  -0.014
O (0.4420, 1.6975, 0.3046)  -0.078
N (-2.8775, -2.8773, 0.9877)  -0.588
O (-2.1574, -1.8388, 1.0845)  -0.093
O (-4.0453, -2.7485, 0.5815)  -0.034
O (-2.4160, -3.9947, 1.2196)  -0.002
C (-1.2885, -2.1932, 4.2079)  -0.054
C (-1.9875, -0.8398, 4.4099)  -0.190
O (-1.1109, 0.1976, 4.8417)  0.056
C (-0.2826, 0.6847, 3.9404)  -0.371
O (-0.1827, 0.2913, 2.8206)  0.154
C (0.6655, 1.7676, 4.4889)  -0.522
F (1.9253, 1.3298, 4.3587)  0.162
F (0.6265, 2.9019, 3.7801)  0.163
F (0.4113, 2.0907, 5.7610)  0.165
H (-0.5484, -2.2683, 5.0181)  0.080
H (-0.5985, -2.1812, 3.3641)  0.050
H (-1.9786, -3.0274, 4.1533)  0.085
H (-2.7440, -0.9239, 5.1859)  0.120
H (-2.4881, -0.7365, 3.4421)  0.120
C (-0.2999, 3.5854, -2.4987)  -0.051
C (1.1067, 3.0530, -2.5994)  -0.158
O (1.1041, 1.9896, -3.5851)  0.035
C (1.0194, 0.7269, -3.2331)  -0.381
O (0.6735, 0.3000, -2.1735)  0.157
C (1.2087, -0.2254, -4.4376)  -0.537
F (2.0489, -1.2005, -4.1279)  0.188
F (0.0216, -0.7700, -4.7455)  0.158
F (1.6034, 0.4149, -5.5471)  0.156
H (-0.4285, 4.5625, -2.0318)  0.086
H (-0.9266, 2.9081, -1.9199)  0.058
H (-0.7532, 3.6945, -3.4857)  0.085
H (1.5055, 2.6385, -1.6762)  0.092
H (1.8194, 3.7662, -3.0110)  0.124
C (4.5228, 3.0543, 0.1089)  -0.060
C (3.4314, 2.1578, 0.6711)  -0.202
O (3.9651, 0.9848, 1.2792)  0.052
C (3.1486, -0.0513, 1.4172)  -0.359
O (2.0648, -0.1220, 0.9166)  0.116
C (3.7196, -1.1728, 2.2911)  -0.542
F (2.8547, -1.3893, 3.2888)  0.170
F (3.9711, -2.2646, 1.6014)  0.205
F (4.8458, -0.7594, 2.9156)  0.140
H (5.1719, 3.4580, 0.8880)  0.075
H (4.0474, 3.9212, -0.3536)  0.076
H (5.1316, 2.5724, -0.6563)  0.078
H (2.7821, 1.9432, -0.1720)  0.091
H (2.8929, 2.7007, 1.4461)  0.136
C (-1.9858, -3.5055, -3.4835)  -0.045
C (-2.8928, -2.9319, -2.4031)  -0.157
O (-3.3609, -1.6355, -2.8632)  0.051
C (-2.9792, -0.5531, -2.2290)  -0.362
O (-2.0754, -0.5576, -1.4426)  0.122
C (-3.6811, 0.7521, -2.6715)  -0.536
F (-4.4662, 1.1004, -1.6449)  0.175
F (-2.7994, 1.7351, -2.8428)  0.168
F (-4.4200, 0.6147, -3.7664)  0.177
H (-1.3997, -4.3529, -3.1284)  0.085
H (-1.2784, -2.7786, -3.8774)  0.063
H (-2.6400, -3.8793, -4.2737)  0.073
H (-2.3931, -2.8503, -1.4442)  0.093
H (-3.7754, -3.5609, -2.3382)  0.128



(2)
The following is a quantum chemistry calculation of a 11-piece molecular cluster, C87H187N9O11 overall at a distorted geometry, from OMol25.

## Properties
HOMO level = -7.79 eV
SMILES = CC1(C)CCCC(C)(C)N1O.CC1(C)CCCC(C)(C)N1O.CC1(C)CCCC(C)(C)N1O.CC1(C)CCCC(C)(C)N1O.CC1(C)CCCC(C)(C)N1O.CC1(C)CCCC(C)(C)N1O.CC1(C)CCCC(C)(C)N1O.CC1(C)CCCC(C)(C)N1O.CC1(C)CCCC(C)(C)N1O.CC(C)O.CC(C)O
DFT total energy = -4746.6700 a.u.
charge = 0

Last column: Löwdin charge in e.
Atoms and positions in Å:
C (4.2121, 3.4733, 7.8136)  -0.073
C (2.6911, 3.4717, 7.8069)  -0.454
C (2.1590, 4.6321, 8.6785)  -0.055
O (1.9861, 3.5687, 6.5057)  -0.073
H (4.6505, 4.4259, 7.5162)  0.077
H (4.6224, 2.7887, 7.0712)  0.074
H (4.5861, 3.3064, 8.8237)  0.082
H (2.3862, 2.4948, 8.1821)  0.124
H (1.0720, 4.5898, 8.7474)  0.075
H (2.4650, 5.5601, 8.1955)  0.080
H (2.5673, 4.4812, 9.6778)  0.077
H (2.4247, 2.9838, 5.8835)  0.069
C (-4.4757, 5.8388, -8.8499)  -0.055
C (-4.0861, 4.4531, -8.2099)  -0.481
C (-3.3452, 3.7929, -9.3281)  -0.109
O (-3.2762, 4.5855, -7.0303)  -0.034
H (-3.6166, 6.4735, -9.0669)  0.080
H (-5.1603, 6.2041, -8.0844)  0.070
H (-5.0570, 5.6544, -9.7534)  0.077
H (-5.0115, 3.8806, -8.1476)  0.131
H (-3.9366, 3.2686, -10.0787)  0.083
H (-2.7876, 2.8984, -9.0503)  0.070
H (-2.5641, 4.4592, -9.6942)  0.083
H (-3.3315, 3.7795, -6.5118)  0.085
C (7.6058, -4.9556, 1.0208)  -0.027
C (8.0618, -3.6468, 1.7813)  -0.488
C (9.6464, -3.7273, 1.9108)  -0.124
C (10.4114, -2.4667, 2.2236)  -0.215
C (9.9869, -1.3965, 1.2734)  -0.160
C (8.4535, -1.1897, 1.2354)  -0.481
N (7.7516, -2.5090, 0.9124)  -0.094
O (6.4095, -2.3805, 0.4873)  -0.015
C (8.0659, -0.5825, 2.5806)  -0.046
C (8.2534, -0.1430, 0.1266)  -0.044
C (7.4311, -3.6799, 3.1211)  -0.059
H (6.5527, -4.7844, 0.7977)  0.071
H (7.8165, -5.8467, 1.6122)  0.082
H (8.1431, -5.1165, 0.0862)  0.075
H (9.9672, -4.2815, 2.7929)  0.117
H (10.1511, -4.1754, 1.0549)  0.115
H (11.4968, -2.5278, 2.3030)  0.118
H (10.1275, -2.2309, 3.2492)  0.097
H (10.0703, -1.7436, 0.2435)  0.120
H (10.4526, -0.4210, 1.4131)  0.124
H (8.6654, -0.7697, 3.4715)  0.076
H (7.9621, 0.4944, 2.4479)  0.077
H (7.0518, -0.8270, 2.8968)  0.082
H (7.2379, 0.1839, 0.3502)  0.078
H (8.8405, 0.7598, 0.2952)  0.085
H (8.4065, -0.5313, -0.8803)  0.089
H (7.6943, -2.8537, 3.7817)  0.071
H (7.3056, -4.5710, 3.7360)  0.090
H (6.3592, -3.5425, 2.9788)  0.087
H (6.4197, -2.6535, -0.4330)  0.100
C (0.7609, 2.2885, -0.4847)  -0.051
C (-0.1575, 1.0928, -0.8125)  -0.450
C (-0.8784, 1.4735, -2.2420)  -0.109
C (-1.6990, 0.3114, -2.8671)  -0.179
C (-0.7040, -0.8601, -3.0693)  -0.145
C (0.1295, -1.2527, -1.8454)  -0.470
N (0.6534, -0.1357, -1.0041)  -0.145
O (1.2824, -0.4296, 0.1913)  -0.001
C (-0.5679, -2.3638, -0.9857)  -0.030
C (1.3824, -1.8876, -2.4412)  -0.061
C (-1.2552, 0.9519, 0.3071)  -0.019
H (1.5628, 2.1885, -1.2161)  0.078
H (1.2026, 2.2168, 0.5092)  0.079
H (0.2500, 3.2283, -0.6943)  0.081
H (-1.4873, 2.3744, -2.1661)  0.106
H (-0.0863, 1.7073, -2.9533)  0.106
H (-2.2604, 0.4293, -3.7940)  0.105
H (-2.4709, 0.0620, -2.1391)  0.090
H (-0.2375, -0.7532, -4.0486)  0.117
H (-1.4414, -1.6342, -3.2819)  0.110
H (-1.4411, -2.0321, -0.4239)  0.075
H (-0.8753, -3.2027, -1.6101)  0.076
H (0.0102, -2.9275, -0.2536)  0.073
H (1.2169, -2.6727, -3.1790)  0.085
H (2.0891, -1.1510, -2.8234)  0.090
H (1.7919, -2.4676, -1.6141)  0.072
H (-2.1716, 0.5726, -0.1452)  0.058
H (-1.3977, 1.9383, 0.7484)  0.076
H (-0.9713, 0.2032, 1.0466)  0.073
H (2.1950, -0.4217, -0.1065)  0.108
C (8.6728, 8.8070, -0.9194)  -0.029
C (8.7826, 7.8867, -2.0817)  -0.568
C (8.2781, 6.4531, -1.7195)  -0.122
C (6.7628, 6.4206, -1.4993)  -0.195
C (6.0963, 6.9161, -2.7371)  -0.155
C (6.6376, 8.2100, -3.4277)  -0.427
N (8.0684, 8.3343, -3.2217)  -0.107
O (8.6975, 9.4664, -3.9053)  0.002
C (6.2161, 7.9849, -4.9774)  -0.034
C (5.8564, 9.4904, -2.9076)  -0.027
C (10.2727, 7.7098, -2.4227)  -0.044
H (8.0980, 8.3626, -0.1069)  0.075
H (8.2702, 9.7744, -1.2197)  0.090
H (9.6565, 8.9500, -0.4723)  0.083
H (8.6285, 5.8839, -2.5805)  0.121
H (8.7979, 6.2591, -0.7812)  0.119
H (6.6315, 7.0609, -0.6270)  0.100
H (6.3763, 5.4267, -1.2737)  0.115
H (5.1044, 7.1451, -2.3475)  0.114
H (5.8828, 5.9872, -3.2659)  0.118
H (6.9502, 7.2996, -5.4013)  0.071
H (5.1854, 7.6856, -5.1678)  0.076
H (6.3539, 8.8383, -5.6413)  0.063
H (6.4177, 10.3790, -3.1963)  0.071
H (4.8031, 9.5585, -3.1800)  0.079
H (5.9863, 9.5250, -1.8259)  0.065
H (10.8187, 7.0925, -1.7093)  0.087
H (10.8254, 8.6352, -2.5846)  0.082
H (10.3034, 7.2095, -3.3907)  0.081
H (8.9185, 9.0399, -4.7364)  0.093
C (0.3179, -11.1904, 1.4615)  -0.025
C (1.5423, -11.2000, 2.4048)  -0.475
C (2.6156, -10.1362, 2.0672)  -0.138
C (2.2679, -8.6470, 2.4282)  -0.158
C (2.0123, -8.6346, 3.9484)  -0.192
C (0.9877, -9.5726, 4.4395)  -0.457
N (1.2994, -11.0002, 3.9027)  -0.102
O (0.5232, -12.0063, 4.4559)  -0.025
C (1.0704, -9.5666, 5.9670)  -0.043
C (-0.4177, -9.0247, 3.9324)  -0.023
C (2.2570, -12.5611, 2.1744)  -0.056
H (-0.1889, -10.2269, 1.5153)  0.065
H (-0.2856, -12.0544, 1.7396)  0.083
H (0.6681, -11.3646, 0.4441)  0.081
H (3.5656, -10.2890, 2.5793)  0.114
H (2.7981, -10.2141, 0.9955)  0.111
H (1.4459, -8.2593, 1.8265)  0.096
H (3.1475, -8.0432, 2.2048)  0.105
H (1.6358, -7.6210, 4.0858)  0.119
H (2.9595, -8.5618, 4.4827)  0.125
H (0.1758, -9.9750, 6.4372)  0.075
H (1.7423, -10.3928, 6.1995)  0.080
H (1.2352, -8.6305, 6.5005)  0.090
H (-0.9410, -8.3329, 4.5925)  0.074
H (-0.2848, -8.3595, 3.0792)  0.059
H (-1.1835, -9.7688, 3.7136)  0.078
H (1.6384, -13.4420, 2.3464)  0.074
H (3.1279, -12.6217, 2.8272)  0.082
H (2.5406, -12.7633, 1.1416)  0.081
H (1.1205, -12.5369, 4.9882)  0.101
C (-8.1596, -1.0164, 3.3211)  -0.018
C (-9.2918, -0.2833, 4.1303)  -0.466
C (-10.2791, 0.4416, 3.2005)  -0.167
C (-11.6129, 0.8718, 3.6917)  -0.161
C (-12.3489, -0.3604, 4.3767)  -0.138
C (-11.4867, -0.9325, 5.4276)  -0.494
N (-10.1517, -1.2539, 4.9254)  -0.148
O (-9.4201, -2.1399, 5.6575)  -0.003
C (-11.4840, -0.0807, 6.7704)  -0.021
C (-12.1435, -2.3440, 5.8099)  -0.031
C (-8.6296, 0.7127, 5.0982)  -0.037
H (-7.4913, -1.5434, 4.0020)  0.077
H (-7.6817, -0.2089, 2.7664)  0.079
H (-8.4919, -1.7008, 2.5405)  0.079
H (-9.7445, 1.3549, 2.9392)  0.117
H (-10.3179, -0.2567, 2.3646)  0.120
H (-12.2369, 1.0645, 2.8191)  0.110
H (-11.5644, 1.7183, 4.3766)  0.107
H (-12.6687, -1.1101, 3.6529)  0.123
H (-13.1973, 0.1853, 4.7896)  0.120
H (-11.3608, 0.9851, 6.5777)  0.061
H (-12.3617, -0.2659, 7.3896)  0.076
H (-10.6838, -0.3247, 7.4690)  0.070
H (-13.1746, -2.2583, 6.1526)  0.076
H (-12.1533, -3.0226, 4.9570)  0.082
H (-11.5796, -2.7512, 6.6492)  0.070
H (-7.9975, 0.0879, 5.7292)  0.078
H (-9.3167, 1.3538, 5.6504)  0.073
H (-7.9575, 1.4242, 4.6184)  0.081
H (-9.2344, -1.6129, 6.4382)  0.083
C (5.2222, -8.7562, -6.9587)  -0.055
C (5.3919, -7.2723, -6.6385)  -0.445
C (5.4936, -6.9531, -5.0724)  -0.132
C (5.8239, -5.5406, -4.7078)  -0.184
C (7.1856, -5.1698, -5.3208)  -0.175
C (7.2519, -5.5740, -6.7746)  -0.474
N (6.6896, -6.8624, -7.1697)  -0.101
O (7.0002, -7.1865, -8.5138)  0.006
C (6.7155, -4.2705, -7.5181)  -0.034
C (8.7622, -5.4128, -6.9886)  -0.060
C (4.0519, -6.6077, -7.1870)  -0.034
H (5.1919, -8.9046, -8.0381)  0.075
H (4.3169, -9.2527, -6.6095)  0.089
H (6.1114, -9.3470, -6.7388)  0.083
H (4.5631, -7.1960, -4.5594)  0.112
H (6.1137, -7.7346, -4.6331)  0.117
H (5.7982, -5.3915, -3.6284)  0.111
H (5.0885, -4.8608, -5.1380)  0.106
H (7.9112, -5.7174, -4.7193)  0.111
H (7.4227, -4.1279, -5.1057)  0.122
H (6.9665, -3.2728, -7.1579)  0.081
H (6.9971, -4.2599, -8.5710)  0.079
H (5.6282, -4.3471, -7.5085)  0.054
H (9.0715, -5.9459, -7.8877)  0.073
H (9.0487, -4.3695, -7.1211)  0.089
H (9.3890, -5.9553, -6.2808)  0.081
H (3.7959, -6.8601, -8.2160)  0.076
H (3.9302, -5.5274, -7.1078)  0.055
H (3.1506, -6.9406, -6.6723)  0.075
H (7.5085, -7.9606, -8.2606)  0.102
C (-0.5322, 9.2840, 7.6134)  -0.061
C (-0.3935, 9.7837, 6.1289)  -0.422
C (0.7304, 10.9475, 6.0974)  -0.149
C (1.1935, 11.4253, 4.7410)  -0.175
C (1.6287, 10.2934, 3.7651)  -0.103
C (0.7798, 8.9482, 3.8962)  -0.434
N (0.2746, 8.7006, 5.2782)  -0.113
O (-0.3742, 7.4793, 5.5315)  -0.032
C (-0.4164, 9.1379, 2.9494)  -0.068
C (1.5027, 7.6449, 3.2928)  -0.025
C (-1.8147, 10.3596, 5.8186)  -0.045
H (-0.6211, 10.0581, 8.3756)  0.080
H (0.3004, 8.6442, 7.9058)  0.073
H (-1.3761, 8.6110, 7.7649)  0.075
H (0.2824, 11.6186, 6.8302)  0.109
H (1.4886, 10.4171, 6.6736)  0.107
H (1.9997, 12.1160, 4.9881)  0.107
H (0.3217, 11.9886, 4.4083)  0.100
H (2.6930, 10.1035, 3.9041)  0.103
H (1.6207, 10.6537, 2.7364)  0.109
H (-1.2126, 8.4964, 3.3270)  0.078
H (-0.8873, 10.1208, 2.9359)  0.072
H (-0.2664, 8.8690, 1.9037)  0.077
H (2.4305, 7.3946, 3.8072)  0.074
H (0.7768, 6.8324, 3.2582)  0.074
H (1.7698, 7.8195, 2.2505)  0.073
H (-1.8557, 11.0995, 5.0192)  0.064
H (-2.1965, 10.8563, 6.7105)  0.073
H (-2.5514, 9.5817, 5.6179)  0.079
H (0.2939, 6.7942, 5.6085)  0.095
C (-9.1166, 4.2611, -1.7098)  -0.038
C (-8.0404, 5.2903, -1.7532)  -0.518
C (-8.6124, 6.6918, -1.5834)  -0.171
C (-7.6160, 7.7895, -1.2568)  -0.181
C (-6.9242, 7.3731, -0.0040)  -0.161
C (-6.2382, 6.0115, 0.0253)  -0.528
N (-7.0336, 5.0108, -0.7106)  -0.073
O (-6.2814, 3.7861, -1.0033)  -0.016
C (-4.8809, 6.2074, -0.7017)  -0.022
C (-6.0415, 5.6164, 1.4557)  -0.031
C (-7.3821, 5.4198, -3.1882)  -0.024
H (-8.5295, 3.3819, -1.9754)  0.084
H (-9.6410, 4.0669, -0.7742)  0.085
H (-9.9731, 4.6244, -2.2777)  0.090
H (-9.3008, 6.9579, -2.3855)  0.122
H (-9.3033, 6.6598, -0.7409)  0.118
H (-6.8803, 7.9864, -2.0365)  0.111
H (-8.2624, 8.6627, -1.1685)  0.118
H (-7.6328, 7.4282, 0.8224)  0.120
H (-6.1113, 8.0896, 0.1146)  0.117
H (-4.2900, 5.2938, -0.6358)  0.080
H (-4.3818, 7.1592, -0.5200)  0.084
H (-5.0910, 6.2969, -1.7675)  0.064
H (-5.4419, 6.4190, 1.8852)  0.092
H (-5.6180, 4.6176, 1.5610)  0.089
H (-6.9529, 5.8322, 2.0134)  0.082
H (-6.8903, 4.4582, -3.3348)  0.068
H (-7.9968, 5.5411, -4.0801)  0.084
H (-6.5346, 6.1028, -3.2462)  0.063
H (-6.5728, 3.3530, -0.1976)  0.091
C (-7.8895, -6.8229, -4.2076)  -0.040
C (-6.4650, -6.8269, -3.5949)  -0.488
C (-6.5971, -5.6924, -2.6037)  -0.175
C (-5.4554, -5.5932, -1.6087)  -0.176
C (-5.1914, -6.9821, -1.0215)  -0.139
C (-5.0351, -8.1612, -2.1031)  -0.436
N (-6.1655, -8.0671, -2.9839)  -0.126
O (-6.2699, -9.1617, -3.8704)  0.005
C (-3.6003, -8.1262, -2.8845)  -0.012
C (-4.9639, -9.3207, -1.0907)  -0.057
C (-5.3870, -6.3929, -4.7266)  -0.010
H (-8.0480, -5.9100, -4.7818)  0.083
H (-8.6822, -6.7930, -3.4601)  0.078
H (-8.0472, -7.6710, -4.8738)  0.077
H (-6.5758, -4.7299, -3.1149)  0.125
H (-7.5437, -5.7977, -2.0737)  0.116
H (-5.6954, -4.8985, -0.8037)  0.115
H (-4.5877, -5.3296, -2.2134)  0.101
H (-5.8781, -7.2434, -0.2164)  0.110
H (-4.2751, -6.8468, -0.4468)  0.109
H (-2.7954, -8.4849, -2.2431)  0.070
H (-3.7558, -8.8036, -3.7242)  0.065
H (-3.2686, -7.2686, -3.4697)  0.052
H (-4.7604, -10.2754, -1.5758)  0.077
H (-4.1271, -9.1224, -0.4209)  0.084
H (-5.9716, -9.4143, -0.6859)  0.086
H (-5.8858, -5.9554, -5.5914)  0.067
H (-4.9165, -7.2680, -5.1750)  0.067
H (-4.6053, -5.6913, -4.4355)  0.065
H (-7.0882, -9.5651, -3.5718)  0.106